Computed, not measured: a 7-piece molecular cluster, C60H127F3N5O5 overall, with ωB97M-V with the def2-TZVPD basis set.

Geometry as XYZ:
```
200
Properties=species:S:1:pos:R:3:forces:R:3
O 0.565184 -2.183706 2.694825 0.592 -1.561 1.854
C 0.048544 -1.180784 2.027947 -2.700 3.056 -1.798
O 0.740762 -0.907604 0.993452 0.388 0.465 -0.558
O -0.979258 -0.612523 2.394607 -0.740 0.125 0.473
H 1.291421 -2.025107 2.087346 2.397 -1.891 -0.146
C -0.663100 4.833043 -9.797752 0.259 0.202 -0.568
C -0.372006 5.217033 -8.360174 -0.137 -1.409 -0.529
C 0.967489 5.917973 -8.108218 0.619 0.161 -0.954
C 2.227866 5.124581 -8.714899 -0.371 0.297 2.112
N 3.622407 5.562638 -8.114444 -1.870 -0.082 0.337
C 3.927366 7.042025 -8.446017 -0.120 -1.539 -0.502
C 4.376350 6.928527 -9.906588 -0.171 1.055 -0.108
C 4.957357 5.539278 -10.113817 -0.263 -0.928 -0.359
C 4.669917 4.752291 -8.826063 1.495 1.566 0.362
C 3.729761 5.423890 -6.597405 0.239 -0.631 0.532
C 3.337773 4.024730 -6.010990 0.703 1.817 -0.274
C 3.408331 3.949362 -4.449541 -0.257 -0.084 -1.144
H -0.736467 5.718837 -10.428700 0.230 0.112 -0.081
H -1.643340 4.367014 -9.898056 0.149 -0.276 0.146
H 0.108800 4.179810 -10.204637 -0.126 -0.112 -0.207
H -0.318648 4.294680 -7.781805 -0.128 -0.256 0.152
H -1.326280 5.658112 -8.072201 0.677 0.956 0.808
H 1.058918 5.992475 -7.024620 0.407 0.108 -0.002
H 0.950302 6.924614 -8.525923 0.012 0.093 0.040
H 2.361956 5.062222 -9.794818 -0.277 0.498 0.124
H 2.139888 4.104486 -8.341050 -0.003 -0.106 -0.311
H 4.719188 7.368529 -7.771836 0.031 -0.113 -0.087
H 3.016896 7.597389 -8.220835 0.193 0.075 -0.267
H 5.108959 7.706913 -10.119915 -0.104 -0.021 -0.071
H 3.542863 7.072906 -10.594012 -0.038 0.189 0.142
H 6.017529 5.566027 -10.365639 -0.036 -0.113 0.293
H 4.476126 5.020021 -10.942600 -0.017 0.226 -0.164
H 5.529383 4.930251 -8.179718 0.233 -0.608 0.013
H 4.501345 3.682392 -8.948582 -0.508 0.280 0.231
H 3.221290 6.252974 -6.105280 -0.352 -0.062 -0.301
H 4.791782 5.590909 -6.417617 0.030 0.042 0.111
H 4.112875 3.385076 -6.433082 -0.462 -0.605 -0.036
H 2.346291 3.860531 -6.433003 0.020 -0.788 0.473
H 2.525675 4.385163 -3.981466 0.061 0.026 -0.043
H 4.299305 4.438660 -4.056025 0.005 0.005 -0.100
H 3.457617 2.892638 -4.186854 -0.050 0.106 0.174
C -4.234215 -5.486977 1.561443 0.877 0.280 1.096
C -5.706692 -5.472734 1.758270 -0.823 -1.346 -0.482
C -6.243318 -4.116064 1.474467 -2.129 0.658 1.162
C -7.822343 -4.071009 1.634073 1.591 0.565 -1.747
N -8.445957 -2.810058 0.959300 -2.119 -0.189 1.108
C -8.604497 -2.982449 -0.547655 0.194 0.557 1.388
C -9.940187 -3.725968 -0.759784 1.108 0.325 -3.161
C -10.728568 -3.721875 0.469176 -0.060 -1.293 1.332
C -9.956049 -2.789872 1.361415 -0.364 0.622 0.577
C -7.777910 -1.416729 1.260441 0.023 -2.536 2.951
C -7.620498 -1.218331 2.864898 0.676 0.837 -2.153
C -6.905326 0.168707 3.061768 -1.076 -0.537 1.177
H -3.848731 -4.963352 2.436279 0.608 -0.244 0.095
H -3.873242 -4.875659 0.734335 -0.152 -0.408 -0.393
H -3.874488 -6.515857 1.552151 0.341 0.263 -0.150
H -5.966110 -5.885501 2.733166 0.004 0.325 0.244
H -6.160021 -6.182637 1.066440 -0.240 -0.072 -0.288
H -5.883689 -3.903199 0.467755 -0.347 0.657 -0.011
H -5.891608 -3.415108 2.231486 0.612 0.224 -0.426
H -8.162477 -4.163504 2.665507 0.143 0.304 -0.113
H -8.190644 -4.917031 1.053810 -0.427 0.065 0.086
H -8.683965 -1.937714 -0.848188 0.044 -0.216 -0.590
H -7.655372 -3.398290 -0.885791 -0.374 -0.205 -0.412
H -10.470142 -3.145315 -1.514834 0.103 -0.294 -0.393
H -9.762261 -4.729498 -1.146260 -0.100 0.112 -0.104
H -11.785745 -3.465848 0.399012 0.211 0.485 -0.247
H -10.769121 -4.759847 0.799460 0.178 0.097 0.740
H -10.311950 -1.784924 1.134446 0.229 0.176 0.201
H -10.212731 -3.031397 2.392856 0.913 0.336 0.228
H -8.403145 -0.624040 0.849575 0.114 -0.278 -0.166
H -6.795494 -1.537866 0.804049 -0.052 0.561 -0.030
H -7.035102 -1.997413 3.353207 0.381 -0.026 -0.502
H -8.560162 -1.306706 3.410171 -0.343 0.552 -0.470
H -5.816130 0.129260 3.049056 -0.148 -0.191 -0.128
H -7.243059 0.473959 4.052155 0.521 0.145 0.268
H -7.259164 1.002055 2.454776 -0.073 -0.379 -0.553
C 5.930507 -5.000365 2.492347 1.045 -0.325 0.866
C 7.133791 -4.234313 3.165930 -1.969 0.321 -0.367
C 6.708882 -3.625198 4.520117 1.236 0.127 0.657
C 7.966532 -2.801923 5.022164 -0.877 0.342 -0.034
N 7.689668 -1.735651 6.122426 -0.846 0.156 0.263
C 6.948305 -0.538188 5.478826 0.066 0.768 0.862
C 7.981937 0.617690 5.250156 -1.350 0.554 -0.461
C 9.326583 0.066637 5.568875 -0.356 -1.432 0.275
C 8.921038 -0.962562 6.686329 1.235 -0.969 -1.412
C 6.845185 -2.420474 7.285183 1.624 0.101 0.889
C 7.686736 -3.482038 8.131138 0.233 -0.780 -2.447
C 6.934147 -4.042607 9.301288 -0.652 1.364 1.801
H 5.146832 -4.351453 2.101380 0.228 0.313 0.198
H 5.478658 -5.645087 3.246183 -0.124 -0.184 -0.162
H 6.275818 -5.618071 1.663323 0.045 -0.032 0.089
H 7.402660 -3.491929 2.414489 0.449 0.325 0.332
H 8.006345 -4.825697 3.443422 -0.085 -0.442 -0.687
H 6.587865 -4.475635 5.191097 0.080 -0.087 0.187
H 5.735700 -3.142321 4.608595 0.171 0.558 -0.641
H 8.381220 -2.264323 4.169441 0.017 0.135 0.125
H 8.707141 -3.534011 5.344094 0.066 0.351 0.431
H 6.277804 -0.124388 6.232024 -0.400 -0.610 -0.083
H 6.397191 -0.825718 4.583452 0.166 -0.203 0.225
H 7.844952 1.474396 5.909990 -0.600 -0.303 0.469
H 7.765648 1.078142 4.286164 0.642 -0.352 -0.371
H 10.041304 0.825940 5.886245 -0.022 -0.287 0.150
H 9.718445 -0.481719 4.712230 0.339 -0.022 0.135
H 8.676436 -0.484619 7.634924 -0.305 -0.154 -0.141
H 9.724703 -1.688702 6.808625 -0.119 0.019 0.365
H 5.865062 -2.756415 6.946650 0.374 -0.157 -0.478
H 6.654270 -1.614190 7.993381 -0.049 0.229 -0.126
H 8.679884 -3.054994 8.270361 -0.234 0.321 1.001
H 7.975587 -4.375935 7.578309 -0.268 0.072 -0.968
H 6.054628 -4.658897 9.114889 -0.004 0.281 -0.680
H 6.624007 -3.157648 9.856954 -0.624 -0.070 0.385
H 7.450764 -4.609645 10.075679 0.806 -0.031 -0.555
C -4.205594 7.357969 7.515719 0.944 -0.564 0.194
C -3.982560 7.899070 6.116116 -0.861 0.734 -0.239
C -2.597122 7.518534 5.520720 -0.798 0.215 0.568
C -2.766067 7.391140 3.998882 1.119 -0.792 -0.243
N -1.517549 6.927035 3.212368 1.207 1.203 -0.585
C -0.251170 7.810361 3.445817 0.065 0.234 0.855
C 0.924149 6.890824 3.865369 -0.765 0.305 -0.155
C 0.245675 5.679238 4.498575 -0.269 -0.089 -0.856
C -0.998253 5.523519 3.633305 -0.860 -0.084 -0.496
C -1.816545 7.121992 1.692983 -1.649 -1.763 -0.460
C -2.843480 6.075233 1.094126 1.144 -0.340 -0.869
C -3.057189 6.256965 -0.456618 0.371 0.335 0.867
H -3.663276 7.991827 8.217305 -0.005 -0.123 0.177
H -3.720481 6.381875 7.512380 -0.136 -0.226 0.498
H -5.212434 7.215121 7.908093 -0.096 0.316 -0.519
H -4.155223 8.974505 6.157780 0.620 0.297 -0.110
H -4.799811 7.642479 5.442053 0.061 -0.744 -0.146
H -2.236197 6.631830 6.041876 -0.450 -0.807 -0.637
H -1.844352 8.186508 5.939356 0.013 0.789 -0.858
H -3.142109 8.271271 3.477270 0.331 0.381 0.443
H -3.480075 6.617142 3.717431 -0.143 -0.106 0.568
H 0.008134 8.366481 2.544921 -0.377 -0.061 0.086
H -0.490190 8.524890 4.233486 -0.080 -0.080 -0.089
H 1.444955 6.629343 2.944233 0.232 -0.267 0.197
H 1.610329 7.396808 4.544517 -0.049 0.060 -0.170
H 0.811725 4.758898 4.354820 0.165 0.080 0.269
H 0.013634 5.789633 5.557858 0.007 0.170 -0.106
H -0.770985 5.025625 2.690682 0.202 -0.013 0.089
H -1.781391 4.935695 4.112124 -0.201 0.307 -0.076
H -0.877844 7.074726 1.140976 -0.008 -0.153 0.219
H -2.294814 8.081435 1.495962 0.476 0.355 0.666
H -3.824885 6.128140 1.565454 0.191 -0.019 0.213
H -2.394170 5.089764 1.216859 -0.365 -0.195 0.346
H -2.174339 6.040311 -1.058057 0.491 0.571 0.355
H -3.401651 7.285064 -0.568169 0.025 -0.050 -0.664
H -3.747297 5.566799 -0.941925 -0.570 0.059 0.764
C 2.225679 -3.229177 -5.331227 0.363 0.769 -0.042
C 2.599226 -2.958046 -6.811150 -0.502 -1.587 0.791
C 1.350253 -2.512143 -7.622015 0.031 -0.149 -0.428
C 0.253335 -3.638388 -7.884820 0.409 2.573 -0.178
N -1.201164 -3.067027 -8.216674 0.593 -0.639 1.159
C -2.103652 -4.319072 -8.284406 -1.252 0.804 0.322
C -2.002535 -4.823600 -9.717532 1.451 0.030 1.259
C -1.937123 -3.511388 -10.462022 -0.660 0.135 -1.220
C -1.338515 -2.438843 -9.569930 0.541 0.021 0.154
C -1.709552 -2.019827 -7.231157 0.828 -1.137 2.290
C -1.644128 -2.538415 -5.768016 -0.429 -0.533 -0.261
C -2.230623 -1.579023 -4.745065 0.890 -0.250 0.663
H 1.715731 -2.374116 -4.887466 -0.274 0.064 -0.042
H 3.112757 -3.336225 -4.706939 0.086 -0.272 -0.171
H 1.613493 -4.120241 -5.192220 -0.017 0.016 -0.091
H 3.018971 -3.911476 -7.131902 -0.352 -0.242 -0.628
H 3.502771 -2.352589 -6.882686 -0.587 0.821 -0.129
H 1.621541 -2.171710 -8.621322 0.323 0.065 -0.017
H 0.980187 -1.614411 -7.126801 -0.404 -0.181 0.195
H 0.172717 -4.316738 -7.035452 -0.184 -0.082 -0.426
H 0.572928 -4.048919 -8.842648 -0.266 -0.769 0.422
H -3.094240 -3.893813 -8.123234 -0.240 -0.185 0.094
H -1.910257 -5.018139 -7.470769 0.307 0.160 -0.198
H -2.756150 -5.540407 -10.043662 -0.201 0.391 0.219
H -1.052354 -5.357353 -9.736392 0.101 -0.114 -0.535
H -2.958188 -3.151733 -10.589266 -0.104 -0.349 -0.605
H -1.463455 -3.637305 -11.435616 -0.050 0.318 0.058
H -2.052290 -1.626217 -9.434791 0.157 -0.036 -0.194
H -0.391212 -1.976097 -9.846673 0.045 -0.317 -0.159
H -2.738550 -1.729535 -7.443235 0.096 -0.259 -0.451
H -1.070101 -1.137226 -7.245733 -0.017 -0.061 -0.617
H -0.638441 -2.810371 -5.447512 0.269 0.364 -0.313
H -2.175349 -3.484689 -5.665628 -0.282 -0.090 -0.278
H -1.998799 -1.973730 -3.755836 -0.273 -0.339 0.079
H -3.313723 -1.465331 -4.790485 0.187 0.412 -0.276
H -1.629913 -0.670574 -4.700642 -0.584 0.526 -0.437
C -0.457107 -8.518556 11.993516 -4.148 -3.009 2.101
O -0.542653 -8.330029 10.603492 1.076 1.065 -2.992
O -1.575125 -9.308950 12.458030 3.528 1.606 -1.453
C 0.931862 -9.175979 12.273694 -0.425 0.594 -0.496
F 1.261835 -10.217353 11.451172 -0.252 0.871 0.272
F 1.896717 -8.216853 12.163842 0.897 0.637 -1.243
F 1.153129 -9.575790 13.495042 -0.689 -1.190 1.692
C 0.116084 -7.171743 10.002063 -0.671 0.197 -0.288
C -0.049265 -7.040914 8.412874 -0.571 -1.424 1.303
H 0.491354 -7.803642 7.852456 0.651 -0.004 0.322
H -1.061434 -7.312917 8.113506 -0.383 0.467 0.302
H 0.204380 -6.065004 7.998892 0.038 0.105 0.374
H 1.167418 -7.020363 10.246774 0.334 -0.829 -0.009
H -0.311071 -6.293097 10.485411 -0.524 0.341 -0.160
H -0.631484 -7.570533 12.502397 1.168 0.666 0.174
```
Positions in Å, forces in eV/Å.

## Properties
**HOMO energy**: -6.1161 eV
**HOMO-LUMO gap**: 0.656 eV
**Net charge**: +3
**Relative energy (zero: lowest compared OMol25 entry of this formula, charge and spin)**: 231.3 kcal/mol
**Total energy**: -3310.64421 a.u.